C17H23NO4 | ωB97M-V/def2-TZVPD

XYZ file:
```
45
Properties=species:S:1:pos:R:3:mulliken_charge:R:1
H 1.5492 2.3550 -3.1883 0.2466
H 0.0982 -1.9815 -0.9231 0.5488
C -1.6516 -1.5705 0.7132 0.7371
H -2.6824 -0.1502 -2.7779 0.3611
O -1.0562 -2.6240 0.8553 -0.6916
H 0.9414 -0.4295 -2.6672 0.4651
C -2.2325 0.6674 -2.2164 -1.7425
C -0.8012 0.8602 -2.7258 1.7983
C -2.5177 -1.0104 1.8300 -1.0609
H 5.4846 -1.3575 2.7033 0.2437
H -3.2807 0.3111 -0.3773 0.4736
C -2.2451 0.3793 -0.7208 -0.2954
H 0.3910 3.5348 -3.8660 0.3262
H -1.7632 1.2212 -0.2107 0.0175
H -1.0828 -1.8358 -2.2383 0.2098
H 2.0513 -1.9695 3.7441 0.3991
C -1.8545 0.2043 2.5112 -1.2230
C 0.1634 -0.0920 -1.9821 -0.8918
H -2.6203 -1.8202 2.5536 0.4793
C 4.4309 -1.4598 2.9591 -0.8659
H 2.4446 1.3880 1.1326 0.4619
H 1.0857 0.9143 -4.9838 0.2919
H -2.7931 1.5793 -2.4210 0.4818
C -0.5854 -1.2934 -1.4260 -1.0675
C -0.3563 0.0613 2.5137 0.2461
O -0.7772 0.6375 -4.1234 -0.5304
C 0.5273 2.4960 -3.5630 -0.4146
C 0.2005 1.4874 -4.6851 -0.4799
H 4.3143 -1.3802 4.0450 0.3410
H -2.1319 1.1262 1.9992 0.3497
C 0.4502 0.9102 1.7653 -0.0776
H 0.6317 0.4563 -1.1624 0.2151
O -0.4156 2.2098 -2.5565 -0.5297
C 1.8167 0.7311 1.7146 -0.6121
H 4.0708 -2.4385 2.6259 0.3462
N -1.5534 -0.8602 -0.4348 0.2485
C 2.4179 -0.3124 2.4165 0.7929
H -3.5128 -0.7485 1.4685 0.4376
C 0.2526 -0.9623 3.2243 -0.5625
H -0.2345 1.9642 -5.5666 0.3165
H 0.0082 1.7300 1.2154 0.3208
H -2.2256 0.2725 3.5369 0.4949
C 1.6215 -1.1553 3.1826 -0.5116
H -0.3511 -1.6333 3.8162 0.3588
O 3.7730 -0.4123 2.2900 -0.4528
```

- gap between HOMO and LUMO (eV) = 9.040
- ΔE to the lowest compared entry with this formula, charge and spin (kcal per mole) = 51.0
- SMILES = COc1ccc(CCC(=O)N2CCC3(CC2)OCCO3)cc1



C17H24BF4I2N4O11P2S3 | ωB97M-V/def2-TZVPD

XYZ file:
```
68
Properties=species:S:1:pos:R:3:mulliken_charge:R:1
C -0.0317 0.2901 1.1977 -1.4127
C 0.2261 -1.2718 -1.7680 -0.6714
H 1.8020 0.9584 0.7081 1.0146
C -0.3823 3.5460 -0.9925 0.7806
C 2.3235 -1.4814 4.0588 -0.8237
O -2.0703 -4.7989 0.3589 -0.2102
H 3.1162 -1.4329 4.9364 0.3585
H 4.1532 -0.8229 2.8995 0.4319
N -3.2308 -4.9220 -1.8456 -0.3603
H 0.7993 -3.2512 -2.7347 0.4846
F 1.8610 1.2202 -4.6568 -0.3005
H 2.2288 -2.5809 -1.7366 0.1570
O -5.0395 4.0829 0.3351 -0.7534
C 1.0669 -2.6621 -1.7281 -0.4480
C -3.3484 -5.1625 -0.3301 -0.0437
H 1.6281 2.4779 2.3893 0.3552
C 2.9807 -0.6099 2.8129 -0.3059
H 0.1855 1.1257 4.5536 0.2748
O 0.6295 2.6385 2.4454 -0.5363
C 4.1908 -3.1516 0.3761 -0.7637
H -1.8844 -0.3733 0.2253 0.5214
H 5.2347 -3.3692 0.8580 0.2718
S -4.2857 5.1644 0.9952 1.1097
H 0.8141 2.3622 -3.1894 -0.1021
H 4.0376 -3.7248 -0.6599 0.2438
C -0.4588 1.1114 -1.1070 -0.4211
H 2.8975 0.5692 2.9784 0.2009
O -1.1248 0.8981 -4.1273 -0.5653
B 0.0272 1.2850 2.5384 1.2960
H 0.0781 -1.0565 -2.9337 0.4543
C -1.3202 0.6791 0.2626 -0.7814
C -1.2655 -4.3916 -0.8043 0.3337
H -1.1365 1.8215 -4.5211 0.3547
O -2.8019 2.4889 -2.6039 -0.4493
I -0.8182 -1.5418 2.2114 0.1205
O -5.0755 5.6988 2.1194 -0.7898
O -3.0068 4.6336 1.5015 -0.6584
H -3.2456 1.8309 -0.1266 0.3263
H -2.1731 2.7396 1.1191 0.0891
H -4.2591 -5.5832 0.2716 0.3277
H -3.2930 2.3831 -3.4911 0.3643
S -3.1085 -0.3807 -2.3556 -0.3333
C -3.5077 0.9384 1.9398 -0.1864
H 3.9502 -1.3289 -0.9673 0.2945
H 3.3286 -3.5800 1.0802 0.2330
H -0.8017 -1.5700 -1.2382 -0.3350
C 2.1262 0.6518 -2.1266 0.7829
I -4.6857 -0.9040 1.5209 -0.0384
P 2.2773 -1.1429 1.0730 -0.0229
H 1.3090 -0.9793 4.4212 0.1075
C 3.8945 -1.5176 0.1713 -0.4587
H 2.1770 -2.6319 3.7835 0.2254
C 1.8041 1.7691 -3.2484 0.6874
P -1.7513 1.0640 -2.4738 1.0170
F 2.9050 2.8054 -3.2217 -0.3236
O -3.5940 1.4954 3.1704 -0.4575
F 3.2968 1.1913 -1.3344 -0.3719
S 0.4899 -3.8932 -0.3841 -0.0047
N 0.1719 2.3872 -0.6322 -0.5525
O -1.0576 4.6641 -1.3821 -0.4171
N -1.9550 -4.4445 -2.1599 -0.1456
F 2.7531 -0.4276 -2.9829 -0.3520
C 0.8998 0.1039 -1.1575 1.0938
N 1.2528 0.1167 0.3549 -0.0866
O -0.5112 0.8887 3.8688 -0.6830
C -2.5122 1.6508 0.7994 0.0935
O -4.0208 6.2420 0.0248 -0.7823
H 4.8406 -0.9849 0.6607 0.5421
```

- gap between HOMO and LUMO (eV) = 2.220
- ΔE to the lowest compared entry with this formula, charge and spin (kcal per mole) = 156.2
- charge = -1



C17H24BaN2O10S2 | ωB97M-V/def2-TZVPD

XYZ file:
```
56
Properties=species:S:1:pos:R:3:mulliken_charge:R:1
O -1.4779 -0.4837 2.2780 -0.1871
C 2.4287 -3.7941 -1.8250 0.2990
H 2.3202 2.3614 2.8631 0.4246
H -1.1894 1.2971 3.3125 0.2251
N -1.6922 3.6463 2.0407 0.9466
H -1.8482 3.6501 -0.6438 0.4313
C 3.1950 -3.0281 -2.6907 0.2786
H 4.7967 -3.0374 -4.1017 0.4291
H 0.8515 2.8273 -1.8134 0.3112
C 2.7977 -1.5757 -2.6840 -0.2068
C -3.5075 0.2011 -1.2336 -0.8653
H -3.2625 -2.0311 1.0411 0.2985
O -0.1040 -2.9403 -1.3770 -0.5995
H 0.4178 4.3067 -0.9189 0.3688
O -2.7989 -0.5157 -0.2264 -0.0341
C 3.6187 -5.7505 -2.3953 -0.5106
H 3.8001 -6.8123 -2.2955 0.3914
C 4.3986 -4.9989 -3.2714 -0.4867
C -0.8702 0.2516 3.3524 -0.2286
O 0.3769 2.5564 0.1885 0.4334
O -2.2521 2.6473 1.5091 -0.4565
H -1.1892 -0.1795 4.3082 0.3927
C 4.1968 -3.6339 -3.4275 -0.6560
H -3.6319 2.1428 -2.1046 0.3660
H -1.4326 3.6083 -2.3881 0.3968
S 1.2929 -2.6826 -1.0781 1.1731
H -3.0768 0.8157 2.1641 0.2866
C 0.6345 0.1212 3.2479 -0.8626
H -3.3810 -0.6874 3.0806 0.3820
C -3.4381 -0.9548 0.9724 -0.8526
H 0.9111 -0.9288 3.1301 0.3247
C -3.1055 1.6576 -1.2745 -0.3054
H 1.6624 3.9219 1.0684 0.3805
C 1.4051 2.1994 2.2846 -0.5927
H 1.0952 0.4915 4.1676 0.3931
H 2.4416 2.4642 0.3959 0.3073
O -1.6913 1.7618 -1.4765 -0.2228
N 1.7621 -1.3564 -1.8556 -0.3397
O -1.4787 4.6606 1.3664 -0.6914
O -1.3444 3.5813 3.2329 -0.7435
O 1.5316 -2.5135 0.3497 -0.6094
H 0.5610 2.6495 2.8102 0.2909
C -1.2725 3.1368 -1.4132 -0.6542
S 3.5449 -0.4333 -3.6069 -0.4246
C 2.6123 -5.1501 -1.6509 -0.6744
C -2.8902 -0.2586 2.1984 -0.3257
H -3.3577 2.1583 -0.3377 0.2657
O 1.1966 0.7913 2.1139 -0.2835
C 1.5575 2.8423 0.9244 -0.8200
H 5.1772 -5.4905 -3.8400 0.3872
H -3.2688 -0.2856 -2.1825 0.3114
H -4.5164 -0.7842 0.9218 0.4080
Ba -0.1079 -0.0959 -0.1252 1.7736
H -4.5863 0.1277 -1.0763 0.4014
H 1.9976 -5.7188 -0.9664 0.4371
C 0.1902 3.2442 -1.0422 -0.8818
```

- gap between HOMO and LUMO (eV) = 8.055
- ΔE to the lowest compared entry with this formula, charge and spin (kcal per mole) = 0.0



C17H24Br6F9NO7 | ωB97M-V/def2-TZVPD

XYZ file:
```
64
Properties=species:S:1:pos:R:3:mulliken_charge:R:1
H -5.5601 3.0568 -2.1160 0.2744
C 0.4990 0.3721 7.4578 -0.1804
C -3.6050 -4.4778 5.8591 -0.2956
H 6.7676 0.9262 -1.1078 0.3701
N -4.6769 1.2687 -1.7410 -0.2325
H -3.9336 -0.2124 0.0962 0.3382
H -2.3622 0.3228 0.0703 0.2154
C -3.3734 0.7208 0.1540 -0.9427
H 7.3513 0.7117 -3.3732 0.3129
H 1.1978 5.0179 -3.5321 0.4070
O -3.1842 2.7947 -0.9679 -0.6907
Br 0.2000 -1.0015 8.9125 -0.0254
F 6.5108 2.9248 -7.5485 -0.2270
C 7.0867 2.3326 -5.3510 0.3872
H -4.5822 2.3857 -3.4784 0.2359
H -5.1524 0.3905 -1.5898 0.2545
H 5.3488 0.9205 -2.1801 0.2683
H -6.1807 1.6747 -3.1506 0.3436
Br 1.8878 1.6627 7.9709 -0.0205
C 6.1784 1.5205 -1.8061 -1.0617
H -3.0509 -3.6572 3.9479 0.2873
Br -1.1345 1.3446 6.9836 -0.0021
C -5.0226 -7.7860 4.5611 0.8526
C -3.7910 -3.4056 4.7075 -1.0529
O 0.0945 1.8194 -3.7579 -0.2514
H 0.4019 3.0212 -2.1459 0.3158
H 8.1346 2.0791 -2.7261 0.3353
F 0.2535 -1.4248 -4.3109 -0.2294
F -5.4087 -8.7264 5.3806 -0.2203
F -3.8325 -8.0033 4.0161 -0.2341
H -4.8026 -3.3335 4.3082 0.3281
C -3.7431 1.6834 -0.9291 0.7807
H -2.6294 -4.2891 6.3070 0.3528
F -5.8749 -7.6446 3.5414 -0.2522
C 0.2308 0.5573 -3.2093 0.4519
F -1.4441 -0.1257 -4.7793 -0.2177
F -1.3721 -1.2302 -2.8041 -0.2249
O 6.5721 2.4274 -4.1027 -0.2527
H -4.2999 -4.2227 6.6592 0.3280
C 0.6905 4.1795 -4.0093 -1.2723
C 0.8003 2.9043 -3.1537 -0.0536
C 2.4192 -0.1668 2.5320 -0.3578
H 2.6193 -0.2739 1.4659 0.3807
C -0.6455 -0.5841 -3.8037 0.7921
Br 1.6164 -1.8303 3.1824 -0.0077
H -3.4972 1.1423 1.1516 0.2502
O 7.9760 1.5119 -5.6311 -0.5490
Br 1.1614 1.3771 2.7249 0.0075
H 1.2510 4.0767 -4.9385 0.3077
C -5.0688 -6.3934 5.2404 0.3906
H 0.9193 -0.0966 6.5680 0.2283
H -3.6388 -2.4185 5.1441 0.3640
Br 4.1453 0.2614 3.4528 -0.0235
C -5.3192 2.1714 -2.7044 -0.8194
H 5.8139 2.4576 -1.3852 0.3096
O -3.8485 -5.8590 5.4927 -0.3178
O -6.1202 -5.8369 5.5134 -0.5296
F 7.4281 4.4516 -6.3455 -0.2414
O 0.9904 0.3404 -2.2395 -0.5983
F 5.3482 3.7954 -5.9047 -0.2208
C 7.1458 1.7186 -3.0096 -0.3058
H 1.8678 2.6938 -3.0892 0.2281
H -0.3137 4.5768 -4.1574 0.3373
C 6.5607 3.4058 -6.3219 0.8752
```

- gap between HOMO and LUMO (eV) = 9.113
- ΔE to the lowest compared entry with this formula, charge and spin (kcal per mole) = 22.8